Record 1
This record from the Open Molecules 2025 dataset describes a structure of composition C3H6CsFO2. The level of theory is the ωB97M-V functional and the def2-TZVPD basis.

The geometry in XYZ format:
```
13
Properties=species:S:1:pos:R:3:forces:R:3:lowdin_charge:R:1
O 1.650 2.038 0.313 -0.310 -0.157 -0.228 -0.114
C 0.673 1.792 -0.374 0.448 0.400 0.148 -0.202
C -0.035 0.492 -0.393 -0.900 -0.389 0.032 -0.183
O 0.636 -0.459 0.401 0.494 0.369 0.059 -0.272
C -0.061 -1.690 0.515 -0.368 -0.272 -0.127 -0.079
Cs 3.342 0.418 2.171 -0.392 0.045 -0.294 1.056
H 0.251 2.562 -1.050 0.047 -0.143 0.182 0.146
H -1.086 0.675 -0.026 0.646 -0.133 -0.432 0.175
H -0.509 -1.971 -0.451 0.085 -0.006 0.339 0.107
H 0.668 -2.453 0.814 -0.170 0.163 -0.061 0.087
H -0.852 -1.617 1.276 0.117 -0.042 -0.265 0.103
H -0.127 0.160 -1.454 -0.075 0.147 0.505 0.160
F -4.548 0.053 -1.742 0.377 0.019 0.142 -0.983
```
Positions in Å, forces in eV/Å.

- Max |F|: 0.98 eV Å⁻¹
- Net charge: 0
- DFT total energy: -388.26238 a.u.
- Highest occupied orbital energy: -5.1 eV
- Energy above the lowest of the compared OMol25 structures with the same formula, charge and spin: 40.5 kcal/mol
- Frontier orbital gap: 0.124 Ha

Record 2
This record from the Open Molecules 2025 dataset describes a structure of composition C24H67FeN6O12. The level of theory is the ωB97M-V functional and the def2-TZVPD basis.

The geometry in XYZ format:
```
110
Properties=species:S:1:pos:R:3:forces:R:3:lowdin_spin:R:1
Fe 0.483 -2.093 -0.209 1.489 -0.541 0.684 3.730
C 3.984 -4.249 1.324 -0.028 -0.239 0.124 0.003
C 2.965 -3.096 1.333 -0.675 -0.025 -1.125 0.009
C 3.521 -1.748 1.797 0.074 -0.006 0.400 0.001
O 2.360 -2.952 0.075 -0.570 0.466 -0.001 0.082
H 4.277 -4.519 2.343 0.314 0.241 0.033 0.001
H 4.860 -4.053 0.701 0.104 0.435 0.212 0.000
H 3.605 -5.183 0.899 -0.588 0.224 -0.044 0.000
H 2.150 -3.345 2.030 0.181 -0.261 0.551 0.001
H 4.353 -1.358 1.207 -0.094 -0.200 -0.322 0.000
H 3.865 -1.742 2.838 -0.075 -0.168 0.088 0.000
H 2.687 -1.047 1.725 0.128 0.156 -0.062 0.001
O -0.718 -1.051 1.253 -0.007 0.184 -1.278 0.051
C -0.457 0.290 0.908 2.112 0.125 0.996 0.002
C -0.070 0.589 -0.578 -0.528 1.078 -0.306 0.005
O 0.864 -0.271 -1.171 -1.379 0.112 0.556 0.040
H 0.468 0.560 1.452 0.199 0.082 -0.025 0.000
H -1.159 0.985 1.393 -0.588 0.107 -0.778 0.000
H 0.287 1.623 -0.747 0.425 0.320 1.121 0.001
H -1.027 0.775 -1.109 -0.238 -1.385 -0.501 0.000
C 0.068 -3.437 -3.210 0.390 0.253 -0.549 0.007
O 0.216 -2.915 -2.113 -0.336 -0.303 -0.709 0.026
N -0.247 -4.741 -3.389 -0.158 -1.191 0.883 0.002
N 0.212 -2.783 -4.382 -0.022 1.044 -0.057 0.002
H -0.224 -5.358 -2.594 -0.080 0.198 -0.005 0.000
H -0.452 -5.131 -4.284 0.022 0.064 -0.133 0.000
H 0.366 -3.263 -5.246 -0.018 -0.218 0.003 0.000
H 0.449 -1.784 -4.338 0.113 -0.155 0.069 0.000
C -0.756 -4.393 1.481 -0.247 2.177 0.020 0.008
O -0.591 -3.790 0.417 0.100 -1.703 -0.735 0.021
N -0.596 -5.715 1.674 0.150 -0.535 -0.474 0.004
N -1.135 -3.658 2.533 -0.221 -1.032 0.849 0.002
H -0.156 -6.237 0.938 -0.026 -0.081 0.134 0.000
H -0.837 -6.138 2.548 0.107 -0.134 -0.038 0.000
H -1.164 -4.060 3.451 -0.080 0.376 0.141 0.000
H -1.327 -2.686 2.381 0.096 0.081 -0.079 0.000
C 4.015 0.604 -2.512 1.170 0.266 -1.910 0.000
O 5.039 0.707 -3.201 0.014 -0.013 0.709 0.000
N 3.712 -0.437 -1.715 -0.288 0.894 -0.037 0.000
N 3.021 1.534 -2.606 -1.147 -0.234 1.349 0.001
H 4.401 -1.141 -1.544 -0.287 -0.258 0.018 0.000
H 2.747 -0.426 -1.397 0.108 -0.909 0.631 0.000
H 2.200 1.329 -2.049 -0.096 0.276 -0.231 0.000
H 3.046 2.405 -3.089 0.624 -0.179 -0.332 0.000
C 3.029 2.126 2.345 -0.969 0.344 -1.076 0.000
C 3.057 2.823 0.988 1.316 -0.506 0.278 0.000
O 4.181 3.726 1.043 -0.255 0.290 -0.206 0.000
H 3.978 1.638 2.547 0.031 0.164 0.170 0.000
H 2.241 1.373 2.275 0.016 -0.047 0.387 0.000
H 2.745 2.904 3.054 0.253 -0.331 0.474 0.000
H 2.130 3.356 0.773 -0.026 0.026 0.079 0.000
H 3.256 2.099 0.194 -0.289 -0.068 -0.040 0.000
H 4.602 3.741 0.179 -0.042 0.013 -0.018 0.000
C -0.812 0.342 -5.807 -0.189 -0.218 0.462 0.000
C -0.586 0.482 -4.297 -0.420 -0.356 -0.479 0.000
O 0.663 -0.093 -3.953 -0.112 0.476 -0.093 0.000
H -0.020 0.861 -6.347 0.011 -0.062 -0.061 0.000
H -1.780 0.755 -6.097 0.038 0.224 0.091 0.000
H -0.850 -0.706 -6.108 0.247 -0.033 0.012 0.000
H -1.354 -0.042 -3.719 -0.294 0.090 -0.199 0.000
H -0.680 1.548 -4.066 0.335 -0.003 0.271 0.000
H 0.682 -0.184 -2.969 0.298 -0.048 0.287 0.000
C 0.506 3.908 -3.246 -1.256 -0.870 -1.154 0.000
C 0.600 5.267 -2.602 0.588 -1.021 0.907 0.000
C 1.079 5.041 -1.160 -0.345 0.048 0.016 0.000
O 1.540 6.052 -3.311 -0.226 0.602 -0.137 0.000
H -0.125 3.218 -2.682 0.257 0.025 0.326 0.000
H 1.438 3.405 -3.502 0.250 0.245 0.477 0.000
H -0.014 3.930 -4.211 0.043 0.435 -0.065 0.000
H -0.395 5.714 -2.613 0.244 0.434 -0.191 0.000
H 0.471 4.262 -0.697 0.113 -0.117 -0.016 0.000
H 1.029 5.892 -0.481 0.099 0.271 -0.334 0.000
H 2.114 4.695 -1.221 0.006 -0.091 0.228 0.000
H 2.363 5.554 -3.254 0.078 0.170 -0.116 0.000
C -4.284 -0.526 2.892 -0.129 -0.226 1.037 0.000
C -4.165 -1.937 2.326 -0.323 0.642 -1.674 0.000
C -5.509 -2.539 1.922 -0.119 -0.196 1.524 0.000
O -3.494 -1.824 1.073 0.642 0.003 0.176 0.000
H -4.776 -0.537 3.871 -0.208 -0.011 -0.044 0.000
H -4.844 0.128 2.224 -0.049 -0.145 -0.114 0.000
H -3.312 -0.075 3.096 0.154 -0.179 -0.274 0.000
H -3.617 -2.631 2.970 -0.065 0.164 0.305 0.000
H -6.067 -1.871 1.269 0.161 -0.112 -0.233 0.000
H -6.107 -2.693 2.829 -0.141 0.115 -0.015 0.000
H -5.373 -3.540 1.514 0.066 0.186 -0.423 0.000
H -2.609 -1.429 1.235 0.102 -0.144 -0.407 0.000
C -4.271 1.731 -0.248 0.685 0.103 1.095 0.000
C -3.639 2.834 -1.117 -0.127 -0.457 0.026 0.000
C -2.861 3.847 -0.261 -1.710 -0.095 0.022 0.000
O -2.852 2.323 -2.192 -0.037 0.212 0.211 0.000
H -4.619 0.792 -0.677 -0.212 0.421 -0.702 0.000
H -5.042 2.184 0.380 -0.289 -0.076 -0.235 0.000
H -3.557 1.365 0.500 0.337 0.141 -0.120 0.000
H -4.440 3.397 -1.598 -0.071 -0.090 -0.154 0.000
H -2.796 4.770 -0.837 0.988 -0.093 -0.045 0.000
H -1.974 3.427 0.208 0.295 0.226 -0.329 0.000
H -3.548 4.136 0.541 0.145 -0.125 0.252 0.000
H -2.049 1.961 -1.798 -0.019 -0.149 -0.119 0.000
C 1.161 -1.093 4.533 -0.630 0.623 0.451 0.000
C -0.253 -0.569 4.807 0.373 -0.071 0.239 0.000
C -0.337 0.930 4.573 -0.282 -0.009 -0.892 0.000
O -1.159 -1.275 3.976 0.126 0.472 0.304 0.001
H 1.476 -0.692 3.568 0.188 -0.186 0.028 0.000
H 1.145 -2.181 4.503 0.211 -0.007 0.056 0.000
H 1.806 -0.708 5.325 0.347 -0.210 -0.158 0.000
H -0.548 -0.735 5.848 0.001 -0.378 -0.035 0.000
H -1.368 1.259 4.719 0.090 0.174 0.345 0.000
H -0.132 1.130 3.516 0.138 -0.006 0.057 0.000
H 0.383 1.511 5.149 -0.138 -0.042 0.240 0.000
H -0.762 -1.161 3.084 -0.442 0.052 -0.513 0.000
```
Positions in Å, forces in eV/Å.

- Max |F|: 2.34 eV Å⁻¹
- Net charge: -1
- DFT total energy: -3449.92141 a.u.
- Highest occupied orbital energy (spin up / spin down): -5.1 / -4.3 eV
- Multiplicity: 5
- Expectation value of S²: 6.01
- Frontier orbital gap (spin up / spin down): 0.273 / 0.244 Ha

Record 3
This record from the Open Molecules 2025 dataset describes a cluster of 2 separate species, C8H18N2 in total. The level of theory is the ωB97M-V functional and the def2-TZVPD basis.

The geometry in XYZ format:
```
28
Properties=species:S:1:pos:R:3:forces:R:3:lowdin_charge:R:1
C 0.853 -0.738 0.650 1.637 1.912 1.222 -0.397
C 1.788 1.218 -1.165 0.266 -0.236 -0.241 -0.148
C -0.200 -0.642 1.729 0.299 0.029 -0.196 -0.058
C 2.240 -0.476 1.192 -0.069 -0.391 0.362 -0.095
C 0.806 -2.044 -0.114 -0.260 0.754 -0.530 -0.053
C -1.943 1.987 -0.162 -0.008 0.089 0.430 -0.050
C -2.614 -0.275 -1.207 -0.050 0.046 -0.270 -0.055
N 0.681 1.065 -0.252 -0.269 -3.184 1.350 -0.071
C -1.543 0.662 -0.737 0.983 0.284 -0.059 -0.415
N -0.316 0.303 -0.877 -2.246 0.400 -2.192 -0.052
H 1.532 1.963 -1.930 -0.032 -0.040 0.135 0.080
H 2.664 1.576 -0.624 -0.073 0.054 0.018 0.070
H 2.054 0.292 -1.697 -0.102 0.022 -0.006 0.075
H 0.071 -1.335 2.531 0.029 -0.041 -0.014 0.092
H -1.181 -0.928 1.373 -0.211 0.017 -0.112 0.070
H -0.228 0.358 2.145 -0.055 0.173 0.059 0.085
H 2.287 0.462 1.739 -0.037 0.053 0.025 0.085
H 2.994 -0.466 0.406 -0.020 -0.054 -0.032 0.070
H 2.484 -1.291 1.881 0.215 0.011 0.047 0.086
H 1.061 -2.859 0.571 0.114 0.193 0.131 0.096
H -0.186 -2.238 -0.507 -0.038 0.002 -0.107 0.068
H 1.524 -2.045 -0.932 0.008 -0.062 -0.090 0.080
H -2.776 2.415 -0.722 -0.022 -0.077 0.025 0.073
H -2.253 1.890 0.884 -0.095 0.035 -0.044 0.078
H -2.188 -1.106 -1.771 0.057 0.050 0.098 0.072
H -3.198 -0.682 -0.372 0.089 0.095 -0.026 0.077
H -3.314 0.255 -1.858 -0.046 -0.033 0.045 0.073
H -1.099 2.679 -0.175 -0.065 -0.101 -0.027 0.065
```
Positions in Å, forces in eV/Å.

- Max |F|: 3.47 eV Å⁻¹
- Net charge: 0
- DFT total energy: -425.00002 a.u.
- Highest occupied orbital energy: -7.5 eV
- Energy above the lowest of the compared OMol25 structures with the same formula, charge and spin: 82.1 kcal/mol
- Frontier orbital gap: 0.307 Ha

Record 4
This record from the Open Molecules 2025 dataset describes a structure of composition C36H32BDyFN4O5. The level of theory is the ωB97M-V functional and the def2-TZVPD basis.

The geometry in XYZ format:
```
80
Properties=species:S:1:pos:R:3:forces:R:3:lowdin_spin:R:1
Dy -0.346 -0.949 0.269 1.053 1.729 0.192 4.985
C -2.199 -5.062 -5.364 -0.050 -0.001 0.015 0.000
C -1.096 -4.164 -5.904 0.059 0.101 0.124 0.000
C -1.541 -3.462 -7.173 -0.111 0.079 0.037 0.000
C -0.467 -2.519 -7.679 0.033 0.017 0.037 0.000
C -0.150 -1.503 -6.618 -0.028 -0.060 -0.067 0.000
C 0.241 -0.229 -6.938 0.013 0.011 -0.104 0.000
C 0.539 0.700 -5.938 0.019 0.105 -0.164 0.000
F 0.915 1.928 -6.312 -0.017 -0.068 0.013 0.000
C 0.456 0.386 -4.620 -0.010 0.022 0.172 0.000
C 0.059 -0.915 -4.266 0.122 0.109 0.128 0.000
C 0.002 -1.277 -2.875 -0.107 -0.145 -0.062 0.000
O 0.183 -0.420 -1.943 -0.266 -0.195 0.588 -0.011
C -0.306 -2.628 -2.590 -0.031 0.090 -0.050 -0.001
C -0.671 -3.479 -3.589 0.066 -0.214 -0.144 0.000
N -0.672 -3.140 -4.885 0.000 0.078 0.018 0.000
C -0.260 -1.857 -5.255 -0.034 -0.303 -0.045 0.000
C -0.404 -2.877 -1.117 -0.196 -1.098 -0.685 -0.011
O 0.645 -2.874 -0.428 0.212 -0.813 -0.313 -0.010
O -1.535 -2.680 -0.573 0.145 -0.072 -0.170 -0.007
H -2.599 -5.646 -6.193 0.010 0.002 0.025 0.000
H -3.013 -4.467 -4.943 0.026 -0.034 -0.037 0.000
H -1.856 -5.774 -4.614 -0.014 0.016 -0.048 0.000
H -0.211 -4.763 -6.128 0.069 -0.005 -0.004 0.000
H -2.464 -2.907 -6.970 0.012 -0.031 -0.029 0.000
H -1.775 -4.225 -7.914 0.010 0.002 -0.013 0.000
H -0.779 -2.017 -8.593 -0.010 0.006 0.009 0.000
H 0.435 -3.089 -7.921 0.016 0.010 -0.015 0.000
H 0.326 0.072 -7.976 -0.001 0.008 0.044 0.000
H 0.691 1.107 -3.850 -0.011 -0.020 -0.013 0.000
H -0.977 -4.490 -3.363 -0.011 0.080 0.016 0.000
N 5.985 -2.065 4.292 0.029 -0.165 0.074 0.000
C 7.253 -1.749 4.741 -0.139 -0.186 0.055 0.000
C 8.159 -2.427 5.558 -0.030 0.035 -0.027 0.000
C 9.357 -1.791 5.798 0.006 0.054 -0.022 0.000
C 9.649 -0.525 5.247 -0.017 -0.056 0.024 0.000
C 8.746 0.132 4.444 0.006 0.062 -0.041 0.000
C 7.523 -0.498 4.187 0.020 0.287 -0.159 0.000
N 6.450 -0.068 3.420 0.265 0.032 0.093 0.000
C 5.570 -1.022 3.509 -0.301 -0.045 -0.090 0.000
C 4.263 -0.975 2.835 0.297 -0.001 0.178 0.000
C 3.322 -1.993 2.931 -0.063 -0.130 0.018 0.000
C 2.125 -1.865 2.258 0.090 -0.088 0.111 -0.001
N 1.814 -0.797 1.519 -0.261 -0.065 -0.135 -0.015
C 2.722 0.184 1.432 0.021 0.164 -0.058 0.000
C 3.944 0.138 2.063 0.025 0.096 -0.041 0.000
H 5.475 -2.903 4.507 0.014 0.009 -0.002 0.000
H 7.938 -3.398 5.983 0.003 0.038 -0.021 0.000
H 10.096 -2.274 6.426 -0.021 0.017 -0.022 0.000
H 10.605 -0.067 5.466 -0.046 -0.024 -0.009 0.000
H 8.962 1.103 4.016 -0.011 -0.053 0.027 0.000
H 3.501 -2.890 3.509 -0.026 0.036 -0.022 0.000
H 1.387 -2.656 2.305 -0.017 -0.078 0.000 0.000
H 2.454 1.040 0.824 -0.011 0.022 0.000 0.000
H 4.657 0.945 1.969 -0.037 -0.022 -0.003 0.000
C -6.527 5.282 3.832 -0.027 0.013 0.031 0.000
C -5.689 5.086 2.569 0.046 -0.066 0.003 0.000
C -4.749 6.291 2.421 0.034 0.030 -0.002 0.000
C -6.638 5.032 1.363 -0.026 -0.012 -0.035 0.000
C -4.858 3.799 2.619 -0.011 0.015 0.000 0.000
C -4.881 2.936 3.717 0.008 -0.022 0.010 0.000
C -4.124 1.763 3.773 -0.109 0.119 0.048 0.000
C -3.342 1.488 2.682 0.093 -0.328 0.252 0.003
O -2.490 0.410 2.458 -0.545 0.437 0.440 0.010
B -1.961 0.643 1.203 0.211 -0.239 -0.039 0.044
O -2.435 1.807 0.641 -0.475 0.495 0.244 0.011
C -3.308 2.326 1.592 0.125 0.130 -0.384 0.003
C -4.044 3.479 1.523 -0.102 0.126 0.028 0.000
H -7.098 6.208 3.743 0.007 -0.018 0.009 0.000
H -5.904 5.363 4.726 -0.018 -0.003 -0.042 0.000
H -7.240 4.466 3.979 0.031 0.030 -0.014 0.000
H -5.329 7.217 2.398 0.019 -0.028 -0.003 0.000
H -4.166 6.239 1.499 -0.029 -0.007 0.049 0.000
H -4.052 6.345 3.260 -0.031 -0.002 -0.031 0.000
H -7.248 5.938 1.327 0.021 -0.027 -0.003 0.000
H -7.307 4.171 1.433 0.025 0.035 0.000 0.000
H -6.092 4.961 0.420 -0.024 -0.002 0.055 0.000
H -5.506 3.173 4.567 0.018 -0.008 -0.023 0.000
H -4.155 1.106 4.632 -0.002 0.022 -0.023 0.000
H -3.988 4.113 0.646 -0.003 -0.033 0.050 0.000
```
Positions in Å, forces in eV/Å.

- Max |F|: 2.03 eV Å⁻¹
- Net charge: +1
- DFT total energy: -2996.04781 a.u.
- Highest occupied orbital energy (spin up / spin down): -10.3 / -10.2 eV
- Multiplicity: 6
- Expectation value of S²: 9.33
- Frontier orbital gap (spin up / spin down): 0.264 / 0.265 Ha